#one
DFT (ωB97M-V/def2-TZVPD) results for a molecular structure, C6H15NO2.

Values from the calculation:
E_HOMO, eV: -7.16

Cartesian coordinates (Å):
C (-1.02948, -0.25689, -0.02628)
C (0.09806, 0.05316, -0.84557)
C (1.30809, 0.31796, 0.82845)
C (-2.04967, -0.69155, -1.69367)
C (-1.81599, 0.87073, 0.58919)
C (2.34491, 1.31622, 0.37793)
N (1.86008, -1.02884, 0.88247)
O (-0.95886, -1.41150, 0.72076)
O (0.83043, -0.88411, -1.47224)
H (-1.79371, -1.53733, 1.18456)
H (1.34969, -1.35457, -0.74196)
H (0.03796, 1.01340, -1.35049)
H (0.83731, 0.61727, 1.77085)
H (2.79549, -1.07004, 1.28345)
H (1.24943, -1.65039, 1.39999)
H (-2.85361, 0.56348, 0.73261)
H (-2.46766, -1.64797, -1.38921)
H (-2.86385, -0.00191, -1.90709)
H (-1.52696, -0.83957, -2.63265)
H (-1.39842, 1.14155, 1.55916)
H (-1.80214, 1.74784, -0.05338)
H (3.22583, 1.33294, 1.03711)
H (2.69430, 1.07599, -0.62879)
H (1.92877, 2.32413, 0.37481)


#two
DFT (ωB97M-V/def2-TZVPD) results for 2 unconnected molecules or ions with the total composition C6H15NO2.

Values from the calculation:
E_HOMO, eV: -8.91
SMILES: CC(C)(O)NCC=O.C

Cartesian coordinates (Å):
C (-1.11772, -0.10275, 0.06802)
C (1.89029, -0.14637, 0.70149)
C (1.13700, -1.23244, -0.06604)
C (-1.58068, -0.85679, 1.32221)
C (-2.29194, 0.19812, -0.85603)
C (1.81692, 1.55155, -0.90760)
N (-0.09806, -0.80649, -0.70803)
O (-0.54243, 1.15765, 0.45192)
O (1.41903, 0.38754, 1.73622)
H (0.65969, 1.36189, -0.36153)
H (0.14145, 0.95420, 1.23081)
H (-0.50471, -1.54631, -1.26167)
H (2.98062, -0.24744, 0.61846)
H (1.79091, -1.61154, -0.85447)
H (0.99756, -2.04084, 0.67408)
H (-0.75305, -1.02895, 2.00845)
H (-2.34280, -0.27859, 1.84305)
H (-2.00169, -1.82339, 1.04222)
H (-1.93812, 0.73444, -1.73452)
H (-2.78550, -0.72296, -1.16869)
H (-3.01609, 0.81697, -0.32962)
H (2.36231, 0.88384, -1.56818)
H (2.48783, 2.15706, -0.30448)
H (1.28917, 2.24160, -1.57606)


#three
DFT (ωB97M-V/def2-TZVPD) results for 3 unconnected molecules or ions with the total composition C6H15NO2.

Values from the calculation:
E_HOMO, eV: -8.84
SMILES: C/C(O)=N\O.C=CC.C

Cartesian coordinates (Å):
C (-0.59770, -1.92494, -0.36211)
C (0.01967, -3.20511, 0.08247)
C (1.77128, -0.57400, 1.36699)
C (-1.65035, -1.33049, 0.23993)
H (-0.24682, -1.53000, -1.30599)
H (-2.06911, -1.76244, 1.13722)
H (-0.34349, -3.51052, 1.06125)
H (1.10501, -3.11045, 0.10466)
H (-0.21367, -3.98771, -0.64334)
H (1.00291, -1.03120, 1.98245)
H (2.05235, 0.36675, 1.83047)
H (2.62948, -1.23028, 1.31441)
H (-1.09697, 0.40193, 0.67682)
H (-2.33259, -0.73899, -0.35557)
C (-0.57234, 3.42964, -0.60441)
N (0.39123, 1.15607, -0.94282)
C (-0.34358, 1.97340, -0.28585)
O (0.92688, 1.54070, -2.16378)
O (-1.03176, 1.49095, 0.73561)
H (1.06744, 2.50091, -2.20140)
H (1.41298, -0.28975, 0.36990)
H (0.37898, 3.96406, -0.66722)
H (-1.17306, 3.86346, 0.19104)
H (-1.08676, 3.53803, -1.56078)


#four
DFT (ωB97M-V/def2-TZVPD) results for C6H15NO2 in the gas phase.

Values from the calculation:
E_HOMO, eV: -9.17
SMILES: C[C@@H](O)[C@@](C)(O)CCN

Cartesian coordinates (Å):
C (0.08273, -0.15817, 0.25596)
C (1.65516, -0.52282, 0.10905)
C (-0.03720, 1.26399, -0.27877)
C (-1.37028, 1.99141, 0.18997)
C (-0.77031, -1.13919, -0.54091)
C (1.96034, -1.92270, 0.62824)
N (-2.56109, 1.37119, -0.36969)
O (-0.20316, -0.22730, 1.63248)
O (2.00074, -0.38297, -1.25610)
H (-1.16338, -0.23535, 1.71906)
H (2.88802, -0.73812, -1.38164)
H (2.21621, 0.20590, 0.71630)
H (-3.39946, 1.82954, -0.02745)
H (-2.55456, 1.46121, -1.38092)
H (-0.01156, 1.23892, -1.36612)
H (0.78890, 1.87183, 0.08917)
H (-1.26473, 3.05112, -0.09416)
H (-1.44699, 1.95809, 1.27985)
H (-0.35609, -1.25048, -1.53920)
H (-0.78328, -2.10946, -0.04938)
H (-1.78716, -0.76120, -0.61388)
H (1.57722, -2.02381, 1.63954)
H (3.03744, -2.09623, 0.64868)
H (1.50246, -2.67541, -0.01008)


Energy above the most stable structure, in eV: #one 3.238; #two 2.431; #three 2.916; #four 0.000


#one
DFT (ωB97M-V/def2-TZVPD) results for 4 unconnected molecules or ions with the total composition C2H13NO4.

Values from the calculation:
E_HOMO, eV: -10.22
SMILES: NCCO.O.O.O

Cartesian coordinates (Å):
C (0.48615, 2.19392, 1.33007)
O (-1.01087, 2.31185, 1.13076)
C (0.74757, 0.86068, 0.65906)
N (2.14835, 0.35629, 0.72877)
H (0.48794, 2.40908, 2.41648)
H (1.04374, 3.08167, 0.82398)
H (-1.47812, 3.12354, 1.10077)
H (0.29866, 1.01145, -0.33170)
H (0.10423, 0.11514, 1.03678)
H (2.13008, -0.62481, 1.02306)
H (2.47837, 0.78499, 1.57878)
H (-2.05974, -0.23886, -0.03434)
H (-3.15797, 0.79463, -0.60660)
O (-2.92407, -0.10631, -0.42884)
H (-1.05777, -2.93332, -1.20255)
H (-1.79832, -3.26922, -0.06769)
O (-0.96719, -3.48516, -0.39473)
H (1.18796, -1.89097, -2.35526)
H (2.23500, -0.90066, -1.87144)
O (2.04529, -1.50592, -2.62549)


#two
DFT (ωB97M-V/def2-TZVPD) results for 5 unconnected molecules or ions with the total composition C2H13NO4.

Values from the calculation:
E_HOMO, eV: -7.28
SMILES: C=CN.O.O.O.O

Cartesian coordinates (Å):
C (-1.66546, 0.83528, -1.78551)
C (-1.50771, 1.21822, -0.49488)
N (-0.96469, 0.45607, 0.52504)
H (-1.81088, -0.22352, -1.95018)
H (-1.39152, 1.59243, -2.50447)
H (-1.75758, 2.21242, -0.14323)
H (-0.41557, 1.05081, 1.12285)
H (-0.42146, -0.34829, 0.30956)
H (-0.12406, 1.35265, 3.60999)
H (-1.04441, 2.05107, 4.44510)
O (-1.08304, 1.45777, 3.67662)
H (-2.04036, -2.85646, -0.70381)
H (-0.45658, -2.97455, -0.31774)
O (-1.14975, -3.07928, -0.96505)
H (3.29909, -1.27698, -2.48352)
H (2.67796, 0.08417, -2.73226)
O (2.99624, -0.48661, -2.02512)
H (2.47608, -0.52678, 1.54666)
H (2.48092, -0.28735, 0.04824)
O (1.90279, -0.25107, 0.82172)


Energy above the most stable structure, in eV: #one 0.070; #two 0.000